Formula: C35H26Cl5NO4P2Ti
Source: the Open Molecules 2025 dataset
Level of theory: ωB97M-V with the def2-TZVPD basis set

Output
- ΔE to the lowest compared entry with this formula, charge and spin (eV) = 1.570
- 2S+1 = 3
- ⟨S²⟩ = 2.006
- E_LUMO (alpha / beta) (eV) = 0.06 / 0.04
- HOMO-LUMO gap (alpha / beta) (eV) = 5.87 / 8.29

Element x y z (Å)
Ti 0.3189 -1.6570 -1.2876
Cl 3.5188 -1.3142 -2.6646
C 3.2620 -2.6969 -1.6229
C 1.9700 -2.9772 -1.1121
C 1.9509 -4.2194 -0.4324
Cl 0.4842 -4.7973 0.3244
C 3.0545 -5.0553 -0.2458
Cl 2.9141 -6.5613 0.5904
C 4.3016 -4.6662 -0.7099
Cl 5.6863 -5.6590 -0.4559
C 4.4037 -3.4695 -1.3993
Cl 5.9572 -2.9658 -1.9668
O 1.1788 0.0627 -1.5041
P 1.3150 0.6389 -0.1023
C -0.3061 0.5499 0.7557
P -1.6489 0.6625 -0.5114
O -1.4454 -0.1316 -1.7653
C -1.7353 2.4290 -0.8849
C -1.5687 2.8281 -2.2060
C -1.6354 4.1758 -2.5385
C -1.8595 5.1223 -1.5513
C -2.0321 4.7271 -0.2288
C -1.9781 3.3820 0.1036
C -3.2066 0.3327 0.3228
C -4.2878 0.0237 -0.5060
C -5.5474 -0.1722 0.0409
C -5.7278 -0.0605 1.4145
C -4.6527 0.2444 2.2385
C -3.3911 0.4440 1.6955
C 2.5468 -0.1544 0.9403
C 2.2361 -1.3134 1.6527
C 3.2295 -1.9840 2.3457
C 4.5313 -1.4993 2.3375
C 4.8456 -0.3427 1.6372
C 3.8554 0.3311 0.9375
C 1.7458 2.3786 -0.1694
C 1.8483 3.1129 1.0127
C 2.1520 4.4631 0.9642
C 2.3556 5.0794 -0.2648
C 2.2621 4.3480 -1.4381
C 1.9544 2.9940 -1.3946
H -0.4026 1.4123 1.4267
H -0.4099 -0.3695 1.3228
H -1.3847 2.0710 -2.9601
H -1.5073 4.4864 -3.5680
H -1.9006 6.1756 -1.8071
H -2.2169 5.4691 0.5388
H -2.1404 3.0747 1.1324
H -4.1250 -0.0643 -1.5749
H -6.3876 -0.4095 -0.6017
H -6.7096 -0.2170 1.8453
H -4.7925 0.3100 3.3106
H -2.5535 0.6470 2.3517
H 1.2284 -1.7090 1.6452
H 2.9907 -2.8971 2.8767
H 5.3054 -2.0297 2.8794
H 5.8619 0.0308 1.6307
H 4.1033 1.2135 0.3608
H 1.7099 2.6165 1.9691
H 2.2383 5.0337 1.8807
H 2.5887 6.1362 -0.3058
H 2.4267 4.8341 -2.3914
H 1.8768 2.4082 -2.3029
O -1.8859 -2.2677 2.1390
C -2.0888 -2.6145 0.9929
C -3.2591 -3.4705 0.5139
C -3.0822 -3.5342 -1.0079
C -1.7407 -2.8740 -1.1956
O -1.0339 -2.8423 -2.2265
N -1.2835 -2.2980 -0.0712
H -4.1981 -3.0217 0.8368
H -3.1765 -4.4511 0.9835
H -3.8315 -2.9457 -1.5414
H -3.0753 -4.5360 -1.4337

Cartesian forces, eV/Å:
-0.0617 -0.1226 -1.2941
-0.2386 0.1076 0.0041
-0.2706 -0.1855 0.1278
1.8580 -1.3962 0.2291
0.2320 0.3365 -0.0470
-0.2017 0.1755 -0.0916
-0.1575 -0.0390 0.0810
0.0218 0.0007 -0.0044
0.0438 -0.0672 0.0072
-0.0025 0.0212 0.0203
0.0376 0.1960 -0.0835
-0.0190 -0.0233 -0.0041
1.1076 1.6684 0.3771
-0.2626 0.1234 0.5482
-0.0906 0.4105 -0.4230
0.0450 0.4127 0.1944
-0.0676 0.1537 0.3258
0.0542 0.0207 -0.0749
0.0358 -0.0302 -0.0527
0.0244 -0.0272 -0.0083
0.0196 0.0581 0.0324
-0.0002 -0.0626 0.0316
0.0143 0.0576 -0.0276
-0.0631 -0.1189 -0.0890
0.0306 -0.0120 0.0404
0.0437 0.0084 -0.0305
0.0246 0.0109 0.0274
-0.0303 -0.0141 0.0263
-0.0130 -0.0606 0.0303
-0.0077 0.0906 0.0251
0.0156 0.0566 -0.0083
0.0232 -0.0465 0.0120
-0.0006 -0.0118 0.0175
-0.0184 0.0231 -0.0146
-0.0166 -0.1091 -0.1064
0.0286 0.0397 0.0534
0.0249 -0.0287 0.0140
-0.0132 -0.0578 0.0661
-0.0136 0.0172 -0.0193
-0.0158 0.0214 -0.0649
0.0081 0.0035 -0.0993
0.0178 -0.0418 -0.0152
-0.0730 -0.1524 0.1071
-0.0010 0.0446 0.0142
-0.0011 -0.0225 0.0185
-0.0123 -0.0803 0.0078
0.0102 -0.0408 -0.0212
0.0104 0.0352 -0.0326
-0.0354 -0.0101 0.0281
0.0567 0.0045 0.0313
0.0406 0.0042 -0.0168
0.0081 0.0028 -0.0471
-0.0195 -0.0196 -0.0109
-0.0691 -0.0805 0.0009
-0.0136 0.0385 0.0020
-0.0224 0.0137 -0.0406
-0.0366 -0.0182 -0.0250
0.0182 0.0365 0.0531
0.0089 0.0745 -0.0234
-0.0173 -0.0251 -0.0304
0.0093 -0.0243 0.0049
-0.0072 -0.0272 0.0083
-0.0148 0.0286 0.0094
-0.0014 0.0473 0.0014
0.0603 0.0388 -0.0345
-0.0122 -0.0415 -0.0993
-0.0043 -0.0149 0.0670
-0.3137 -0.4437 0.2525
-1.1727 -0.6571 -0.2228
-0.5415 -0.2574 0.2647
0.0159 0.0081 0.0026
-0.0209 0.0026 0.0185
0.0113 -0.0092 -0.0330
-0.0061 -0.0138 0.0127